This record from the OMol25 dataset describes a 2-piece molecular cluster, C3H8N2O overall. The level of theory is the ωB97M-V functional and the def2-TZVPD basis.

CARTESIAN COORDINATES (ANGSTROEM)
C 0.93776 0.21448 -0.33983
C -1.45052 0.94604 0.04944
C 1.44217 0.26003 1.07595
N -2.14310 -0.11067 -0.14742
N 0.92206 -0.96341 -1.04858
O -3.42894 -0.08857 -0.11592
H 1.21829 1.08637 -1.01554
H -1.85219 1.87782 0.18081
H 0.90207 -0.57057 1.61529
H 1.38016 1.23036 1.40322
H 2.56210 0.05249 1.11630
H -1.61449 -1.02504 -0.48099
H 0.41857 -1.11437 -1.92624
H 0.70606 -1.79494 -0.36647

E_LUMO (spin up / spin down) (eV): 0.33 / 0.33
Calculated total energy (eV): -8262.358
Energy relative to the best compared isomer or geometry (same formula, charge and spin) (eV): 6.9681
Kohn-Sham gap (spin up / spin down) (eV): 8.13 / 8.13
Net charge: 0